(1)
Molecular formula: C3H7N3
Method: DFT, ωB97M-V with the def2-TZVPD basis set

Cartesian coordinates (Å):
C (1.833, -0.926, 0.006)
C (0.703, 0.049, -0.023)
N (-1.915, 1.066, 0.195)
C (-1.635, -0.218, 0.125)
N (-1.122, -1.287, -0.044)
N (0.778, 1.305, -0.095)
H (1.734, 1.693, -0.057)
H (-1.066, 1.653, 0.108)
H (-2.807, 1.374, -0.164)
H (-2.841, -1.146, -0.090)
H (1.769, -1.587, -0.861)
H (1.758, -1.551, 0.898)
H (2.811, -0.424, 0.002)

Computed properties:
gap between HOMO and LUMO (alpha / beta) = 0.282 / 0.293 hartree
E_HOMO (alpha / beta) = -0.268 / -0.277 Ha
multiplicity = 1
total energy = -7688.6550 eV

---

(2)
Molecular formula: C4H8OS
Method: DFT, ωB97M-V with the def2-TZVPD basis set

Cartesian coordinates (Å):
C (1.263, -1.216, 0.764)
C (0.554, 0.131, 0.728)
C (-0.841, 0.323, -1.088)
C (-0.973, 0.051, 0.401)
H (1.050, -1.750, -0.138)
H (2.319, -1.102, 0.928)
H (0.867, -1.755, 1.569)
H (0.772, 0.691, 1.649)
H (-0.707, -0.570, -1.676)
H (-1.596, 1.001, -1.475)
H (-1.528, 0.864, 0.897)
H (-1.287, -1.790, 0.249)
O (-1.644, -1.119, 0.773)
S (0.828, 1.102, -0.813)

Computed properties:
gap between HOMO and LUMO = 0.355 hartree
E_HOMO = -0.323 Ha
multiplicity = 1
total energy = -17159.7237 eV